Density functional theory data (ωB97M-V/def2-TZVPD) for a cluster of 2 separate species, C22H23N4O3 in total in a non-equilibrium geometry.

For the HOMO energy, the calculation gives -3.22 eV. Its net charge is -1. For the calculated total energy, the calculation gives -35289.2811 eV.

Geometry as XYZ:
```
52
Properties=species:S:1:pos:R:3:forces:R:3:nbo_charge:R:1
C 2.482 1.897 -0.959 -0.33 0.87 -0.21 -0.60
C 2.353 1.166 0.343 -0.29 -0.92 -0.08 -0.31
C 1.297 1.644 1.156 -1.37 1.28 0.81 0.30
N 0.442 2.178 1.762 1.41 -1.13 -0.97 -0.41
C 3.502 0.604 1.018 0.42 -0.03 -0.05 -0.02
C 4.676 0.255 0.286 -0.24 -0.04 0.36 -0.20
C 5.759 -0.350 0.919 -0.30 0.13 0.15 -0.23
C 5.731 -0.571 2.304 0.13 -0.12 -0.12 -0.28
C 4.613 -0.185 3.054 -0.18 0.08 -0.52 -0.21
C 3.510 0.393 2.426 0.42 -0.09 -0.16 -0.24
H 3.320 1.564 -1.582 -0.20 0.05 0.20 0.20
H 1.563 1.810 -1.564 0.42 0.11 0.39 0.21
H 2.607 2.974 -0.726 0.16 -0.26 -0.42 0.20
H 4.724 0.480 -0.785 0.03 -0.26 0.46 0.19
H 6.624 -0.652 0.318 -0.25 0.15 0.32 0.20
H 6.588 -1.036 2.792 -0.19 0.09 -0.07 0.20
H 4.598 -0.339 4.135 0.03 0.06 -0.27 0.20
H 2.665 0.743 3.021 0.14 -0.22 -0.21 0.23
C 2.725 -4.272 1.804 0.15 -0.18 0.01 -0.62
C 1.606 -3.260 1.670 0.27 0.28 0.09 -0.07
O 1.922 -2.381 0.577 -0.50 -0.59 -0.09 -0.53
C 0.948 -1.452 0.316 -0.01 0.31 2.33 0.75
C 1.289 -0.764 -0.924 -1.67 0.12 -0.46 -0.17
C 0.219 -0.407 -1.739 0.71 -0.31 0.06 0.05
C 0.415 0.076 -3.135 -0.10 -0.01 -0.58 -0.67
N -1.017 -0.579 -1.213 -0.72 0.96 0.30 -0.10
N -2.003 -0.044 -1.824 0.89 0.19 -0.02 -0.41
C -3.147 0.026 -0.984 -0.17 -1.04 0.27 0.75
N -4.075 0.806 -1.674 0.50 -0.37 -0.25 -0.64
C -5.299 1.258 -1.214 -0.90 0.53 0.19 0.26
C -6.054 2.171 -1.997 0.57 -0.34 0.13 -0.28
C -7.225 2.725 -1.500 -0.15 -0.19 0.22 -0.21
C -7.701 2.365 -0.233 0.34 -0.23 0.17 -0.26
C -6.980 1.439 0.540 0.04 0.31 -0.94 -0.19
C -5.807 0.869 0.043 0.12 -0.05 0.13 -0.28
O -3.291 -0.501 0.106 -0.18 0.69 -0.95 -0.59
O 0.037 -1.234 1.097 1.36 -0.59 -1.08 -0.56
H 2.529 -4.878 2.695 0.05 0.01 -0.05 0.20
H 2.765 -4.958 0.945 0.04 0.31 0.18 0.20
H 3.703 -3.788 1.938 -0.32 -0.07 -0.13 0.22
H 0.646 -3.769 1.478 0.25 0.36 0.13 0.18
H 1.531 -2.641 2.576 -0.19 -0.29 -0.18 0.19
H 2.243 -0.947 -1.381 0.46 0.14 0.19 0.22
H 1.223 -0.490 -3.618 -0.06 0.19 0.08 0.20
H -0.522 -0.137 -3.657 0.20 0.23 -0.22 0.23
H 0.643 1.148 -3.222 -0.22 -0.33 -0.03 0.21
H -3.720 1.069 -2.598 -0.42 0.03 0.70 0.41
H -5.684 2.442 -2.997 -0.15 -0.04 0.48 0.20
H -7.777 3.451 -2.100 0.15 -0.25 0.14 0.20
H -8.623 2.794 0.154 0.17 -0.01 -0.08 0.20
H -7.324 1.162 1.530 -0.03 -0.02 -0.09 0.21
H -5.246 0.128 0.621 -0.26 0.48 -0.23 0.27
```
Forces are in eV/Å.